Entry 1:
Computed, not measured: C18H14ClN5O3S in the gas phase in a non-equilibrium geometry, with wB97M-V/def2-TZVPD.

LUMO, eV: -0.49
HOMO-LUMO gap, eV: 7.85
SMILES: Cc1ccc(NC(=O)CSc2nc(-c3ccco3)nc3cc(=O)[nH]n23)c(Cl)c1

Structure (ORCA input):
```
! wB97M-V def2-TZVPD RIJCOSX def2/J DEFGRID3
* xyz 0 1
C -4.45 -1.09 1.21
C -3.26 -0.19 1.01
C -3.34 0.90 0.16
C -2.25 1.73 -0.02
C -1.05 1.49 0.65
C -0.98 0.40 1.50
C -2.07 -0.43 1.67
H -1.98 -1.28 2.33
H -0.05 0.20 2.03
N 0.03 2.35 0.40
C 1.30 2.23 0.83
O 1.71 1.44 1.65
C 2.26 3.18 0.13
H 1.86 4.18 0.01
H 3.21 3.21 0.66
S 2.55 2.54 -1.58
C 2.27 0.82 -1.19
N 1.10 0.30 -1.40
C 0.89 -0.98 -0.99
N 1.79 -1.73 -0.40
C 3.01 -1.21 -0.21
C 4.15 -1.69 0.34
C 5.17 -0.68 0.28
O 6.33 -0.64 0.62
N 4.53 0.42 -0.34
N 3.26 0.12 -0.65
H 4.94 1.31 -0.58
H 4.29 -2.66 0.76
C -0.42 -1.52 -1.20
C -0.93 -2.75 -0.84
C -2.27 -2.75 -1.29
C -2.47 -1.54 -1.88
O -1.37 -0.79 -1.83
H -3.33 -1.11 -2.36
H -2.98 -3.55 -1.19
H -0.40 -3.52 -0.33
H -0.17 3.03 -0.33
Cl -2.38 3.07 -1.11
H -4.26 1.12 -0.36
H -4.97 -0.81 2.13
H -4.13 -2.13 1.31
H -5.14 -1.01 0.38
*
```

Results of the natural (NBO) charge analysis, in e, for atoms 1 through 8:
1. C -0.6282
2. C -0.0294
3. C -0.1843
4. C -0.0524
5. C 0.1126
6. C -0.2236
7. C -0.1896
8. H 0.2165

---

Entry 2:
Computed, not measured: C18H14ClN5OS2 in the gas phase in a non-equilibrium geometry, with wB97M-V/def2-TZVPD.

LUMO, eV: -0.23
HOMO-LUMO gap, eV: 8.53
SMILES: Cc1nnc2sc(-c3ccc(NC(=O)CSc4ccc(Cl)cc4)cc3)nn12

Structure (ORCA input):
```
! wB97M-V def2-TZVPD RIJCOSX def2/J DEFGRID3
* xyz 0 1
C -8.22 -2.38 0.40
C -7.97 -0.93 0.35
N -8.85 0.03 0.42
N -8.25 1.23 0.34
C -6.98 0.99 0.21
N -6.73 -0.37 0.21
N -5.47 -0.77 0.08
C -4.68 0.24 -0.02
C -3.25 0.13 -0.18
C -2.45 1.27 -0.30
C -1.09 1.15 -0.44
C -0.49 -0.11 -0.48
C -1.28 -1.25 -0.36
C -2.64 -1.12 -0.21
H -3.27 -2.00 -0.12
H -0.82 -2.22 -0.38
N 0.89 -0.16 -0.64
C 1.72 -1.24 -0.62
O 1.37 -2.39 -0.49
C 3.18 -0.88 -0.83
H 3.80 -1.72 -0.53
H 3.35 -0.66 -1.89
S 3.67 0.61 0.13
C 5.44 0.40 0.18
C 6.00 -0.75 0.72
C 7.37 -0.88 0.77
C 8.18 0.14 0.28
C 7.62 1.30 -0.24
C 6.24 1.42 -0.29
H 5.79 2.32 -0.69
H 8.25 2.09 -0.61
Cl 9.89 -0.03 0.34
H 7.82 -1.77 1.18
H 5.37 -1.53 1.12
H 1.34 0.75 -0.72
H -0.48 2.04 -0.53
H -2.91 2.25 -0.27
S -5.49 1.84 0.03
H -9.29 -2.55 0.52
H -7.88 -2.86 -0.52
H -7.69 -2.83 1.24
*
```

Results of the natural (NBO) charge analysis, in e, for atoms 1 through 8:
1. C -0.6509
2. C 0.3152
3. N -0.2672
4. N -0.2943
5. C 0.1135
6. N -0.2015
7. N -0.2394
8. C 0.1035

---

Entry 3:
Computed, not measured: a molecular structure, C18H14ClO8PSTa in a non-equilibrium geometry, with wB97M-V/def2-TZVPD.

LUMO, eV: -5.03
HOMO-LUMO gap, eV: 7.63
Energy above the lowest of the compared OMol25 structures with the same formula, charge and spin, kcal/mol: 6.3

Structure (ORCA input):
```
! wB97M-V def2-TZVPD RIJCOSX def2/J DEFGRID3
* xyz 1 1
Ta 0.45 -2.59 -0.93
O -0.05 -0.84 -3.32
S -1.39 -1.31 -3.03
O -2.30 -1.67 -4.05
O -1.16 -2.53 -2.07
C -2.16 -0.11 -1.97
C -3.41 0.34 -2.35
C -4.06 1.31 -1.59
C -3.45 1.82 -0.46
C -2.20 1.37 -0.07
C -1.55 0.39 -0.82
P 0.10 -0.11 -0.25
C -0.10 -0.58 1.50
C 1.03 -0.61 2.33
C 0.93 -1.05 3.64
C -0.29 -1.47 4.14
C -1.42 -1.46 3.31
C -1.32 -1.03 2.00
C 1.18 1.32 -0.28
C 1.36 2.14 0.83
C 2.15 3.27 0.71
C 2.75 3.59 -0.50
C 2.57 2.78 -1.61
C 1.78 1.64 -1.50
H -3.88 -0.07 -3.24
H -5.03 1.66 -1.90
H -3.95 2.58 0.13
H -1.73 1.77 0.82
H 1.99 -0.29 1.95
H 1.81 -1.07 4.26
H -0.37 -1.82 5.16
H -2.37 -1.81 3.69
H -2.19 -1.07 1.37
H 0.88 1.92 1.78
H 2.29 3.92 1.57
H 3.37 4.47 -0.58
H 3.04 3.02 -2.55
H 1.62 1.01 -2.37
O -0.44 -3.20 0.33
O 3.14 -2.18 -1.90
Cl 3.21 -3.16 -0.85
O 4.45 -3.32 -0.25
O 2.51 -4.35 -1.28
O 2.20 -2.61 0.20
*
```

Results of the Löwdin charge analysis, in e, for atoms 1 through 8:
1. Ta 1.7075
2. O -0.3276
3. S 0.5650
4. O -0.2159
5. O -0.4693
6. C -0.2603
7. C -0.0217
8. C -0.0221

---

Entry 4:
Computed, not measured: a molecular structure, C18H14CoN2O5S2 in a non-equilibrium geometry, with wB97M-V/def2-TZVPD.

LUMO (alpha / beta), eV: 4.30 / 4.30
HOMO-LUMO gap (alpha / beta), eV: 5.68 / 5.76

Structure (ORCA input):
```
! wB97M-V def2-TZVPD RIJCOSX def2/J DEFGRID3
* xyz -2 2
Co 0.04 0.28 -2.57
C -0.03 1.90 1.28
C 0.55 1.36 0.00
N -0.18 0.55 -0.73
N -1.32 0.10 -0.14
C -2.00 -0.78 -0.79
S -1.56 -1.49 -2.31
S -3.48 -1.32 0.01
C -2.90 -3.00 0.58
C -2.19 -2.87 1.88
C -2.85 -3.02 3.10
C -2.20 -2.81 4.30
C -0.86 -2.44 4.31
C -0.19 -2.27 3.11
C -0.84 -2.49 1.91
C 1.90 1.70 -0.37
C 2.67 2.54 0.45
C 3.97 2.87 0.14
C 4.56 2.37 -1.02
C 3.84 1.54 -1.85
C 2.51 1.15 -1.55
O 1.92 0.32 -2.32
H -1.10 1.72 1.29
H 0.16 2.97 1.34
H 0.40 1.42 2.16
H -2.27 -3.35 -0.23
H -3.81 -3.59 0.64
H -3.90 -3.30 3.09
H -2.74 -2.93 5.23
H -0.35 -2.27 5.25
H 0.84 -1.96 3.10
H -0.33 -2.34 0.97
H 2.23 2.95 1.35
H 4.54 3.52 0.81
H 5.58 2.64 -1.28
H 4.28 1.14 -2.75
O -0.49 1.02 -6.42
C -0.46 0.99 -5.20
O 0.14 0.12 -4.47
C -1.20 2.10 -4.33
O -1.81 3.01 -4.89
O -1.05 1.93 -3.08
*
```

Results of the natural (NBO) charge analysis, in e, for atoms 1 through 8:
1. Co 1.1870
2. C -0.6804
3. C 0.2928
4. N -0.3083
5. N -0.4074
6. C -0.0912
7. S -0.3570
8. S 0.2033